Entry 1:
DFT (wB97M-V/def2-TZVPD) results for a structure of composition C5H14AuClFeO at a distorted geometry.

XYZ file:
```
23
Properties=species:S:1:pos:R:3:forces:R:3:nbo_charge:R:1
Au 0.0586 -0.3107 0.9999 0.261 0.280 0.687 0.891
Cl -0.2757 2.2169 -0.7964 -0.566 1.238 0.807 -0.587
C -1.9650 -0.2800 1.6155 -2.052 -0.081 -1.366 -0.895
H -2.0539 -0.7668 2.5607 -0.085 -0.308 0.518 0.186
H -2.5404 -0.8102 0.8181 0.341 0.285 0.529 0.175
H -2.2914 0.7617 1.6556 0.204 -0.085 0.073 0.198
Fe 0.4091 0.4451 -1.7993 0.697 0.414 -1.935 1.450
C 2.3377 0.7614 -2.3761 0.642 0.320 -0.173 -1.156
C -0.6963 0.0951 -3.4611 -0.508 0.072 -0.584 -1.165
C 0.4609 -1.2668 -0.8310 0.247 -2.780 2.714 -1.082
H -1.1028 -0.9289 -3.4962 0.137 0.242 0.005 0.196
H -1.5358 0.8059 -3.4220 0.054 -0.167 -0.140 0.201
H -0.1170 0.2898 -4.3785 -0.163 -0.091 0.219 0.196
H 3.0361 -0.0177 -2.0287 -0.221 0.173 -0.105 0.194
H 2.4185 0.8572 -3.4713 -0.002 -0.072 0.263 0.194
H 2.6350 1.7225 -1.9282 0.063 -0.185 -0.102 0.202
H -0.3852 -1.9984 -0.7742 0.781 0.280 -0.513 0.187
H 1.4269 -1.7704 -0.5515 -0.745 0.176 -0.829 0.193
C 0.0349 -0.0042 4.4164 0.469 0.559 -0.815 -0.239
O 0.0453 0.1958 3.0548 0.696 0.273 -0.987 -0.796
H -0.8046 0.6501 4.7345 0.348 -0.495 0.815 0.157
H 1.0265 0.4162 4.7310 -0.739 -0.613 0.852 0.151
H -0.1212 -1.0638 4.7276 0.141 0.565 0.067 0.150
```
Forces are in eV/Å.

Summary:
- charge = -1
- energy above the lowest of the compared OMol25 structures with the same formula, charge and spin (kcal per mole) = 0.00
- multiplicity = 8

***

Entry 2:
DFT (wB97M-V/def2-TZVPD) results for a cluster of 5 separate species, C27H28N6O11P in total at a distorted geometry.

XYZ file:
```
73
Properties=species:S:1:pos:R:3:forces:R:3:mulliken_charge:R:1
C -2.5455 -0.2563 -2.9682 0.182 0.162 0.227 -1.191
C -2.1133 -0.5079 -1.5315 0.114 0.127 -0.030 0.375
O -2.4688 -1.5066 -0.9426 -0.341 0.079 0.040 -0.595
N -1.3330 0.5208 -0.9818 0.530 -0.849 0.537 0.550
C 0.0329 0.4279 -1.5282 0.018 0.439 -0.451 -0.683
N -1.2971 0.4262 0.4533 -0.351 0.364 -0.306 -0.447
P -1.1441 1.7970 1.2795 -0.367 -0.688 0.451 -0.378
O -1.3804 3.0646 0.1705 0.241 0.545 0.145 -0.366
O 0.5604 2.0747 1.5391 0.170 0.495 -0.556 -0.368
H -2.9960 0.7361 -3.0161 0.010 -0.047 -0.109 0.372
H -3.2674 -1.0144 -3.2631 0.115 -0.039 -0.072 0.301
H -1.6721 -0.2610 -3.6224 -0.143 -0.060 -0.140 0.321
H 0.4987 -0.5368 -1.2894 -0.019 0.038 0.134 0.255
H 0.6417 1.2223 -1.0996 -0.064 -0.070 0.072 0.093
H 0.0359 0.5651 -2.6148 -0.032 -0.038 0.028 0.312
H -0.5519 3.3926 -0.2008 -0.061 -0.266 -0.218 0.148
H 0.7778 2.9600 1.2148 0.045 -0.030 0.199 0.211
C -2.4552 -5.7530 -1.5629 0.074 -0.017 -0.034 -0.699
C -2.0067 -6.7634 -2.4061 -0.042 0.020 0.058 -0.300
C -1.1102 -6.4732 -3.4199 -0.020 -0.139 -0.010 -0.561
C -0.6788 -5.1657 -3.5671 -0.049 -0.008 0.097 0.108
C -1.1155 -4.1466 -2.7396 0.010 0.127 0.016 -0.439
C -2.0137 -4.4466 -1.7270 -0.081 -0.150 0.130 -0.321
N 0.2877 -4.8583 -4.6344 -0.012 0.004 -0.025 1.030
O 0.6412 -5.7709 -5.3595 0.012 -0.011 -0.010 -0.628
O 0.6805 -3.7146 -4.7351 0.001 0.015 -0.009 -0.616
H -3.1509 -5.9873 -0.7668 -0.017 0.001 -0.004 0.472
H -2.3496 -7.7797 -2.2658 0.017 -0.011 0.000 0.395
H -0.7502 -7.2482 -4.0793 0.053 0.062 -0.047 0.439
H -0.7656 -3.1335 -2.8725 0.038 -0.015 -0.036 0.570
H -2.3589 -3.6567 -1.0740 0.030 0.070 -0.066 0.564
C 5.2573 3.9618 3.5161 -0.013 -0.011 -0.017 -0.368
C 4.0921 3.2969 3.1617 0.111 0.045 0.039 -0.633
C 3.6716 3.2796 1.8408 -0.136 -0.080 0.039 -0.272
C 4.4372 3.9372 0.8965 0.058 -0.019 0.129 0.001
C 5.6001 4.6101 1.2278 0.142 0.092 0.006 -0.448
C 6.0092 4.6198 2.5504 -0.051 -0.043 0.040 -0.389
N 4.0094 3.9213 -0.5138 -0.019 0.066 0.000 1.017
O 2.9722 3.3566 -0.7836 -0.040 0.011 -0.008 -0.580
O 4.7240 4.4825 -1.3245 0.007 -0.016 -0.017 -0.629
H 5.5821 3.9677 4.5486 -0.003 0.011 0.005 0.368
H 3.5036 2.7853 3.9106 -0.038 0.000 -0.021 0.450
H 2.7625 2.7585 1.5760 0.015 -0.086 -0.116 0.710
H 6.1744 5.1178 0.4677 -0.059 -0.032 -0.070 0.446
H 6.9157 5.1407 2.8278 0.005 0.009 -0.009 0.362
C -3.0266 8.1065 -1.4489 0.014 -0.011 0.016 -0.425
C -2.5431 6.8321 -1.1885 -0.051 0.098 -0.029 -0.404
C -1.6543 6.6237 -0.1455 0.075 -0.245 -0.045 -0.322
C -1.2668 7.7064 0.6206 -0.097 0.022 -0.083 -0.015
C -1.7331 8.9857 0.3761 -0.042 0.168 -0.001 -0.439
C -2.6199 9.1823 -0.6692 -0.011 -0.070 -0.033 -0.383
N -0.3306 7.4968 1.7403 0.053 0.015 -0.034 1.044
O 0.0938 6.3775 1.9202 0.032 -0.014 -0.008 -0.596
O -0.0358 8.4678 2.4139 -0.005 0.006 0.026 -0.628
H -3.7250 8.2626 -2.2609 0.003 0.003 -0.008 0.367
H -2.8590 5.9924 -1.7917 0.013 -0.030 0.023 0.441
H -1.2820 5.6284 0.0562 -0.042 0.012 0.160 0.592
H -1.4098 9.8125 0.9901 0.047 -0.060 0.060 0.439
H -2.9957 10.1757 -0.8740 0.005 0.010 0.007 0.362
C 0.7971 -6.3385 3.6714 -0.007 -0.018 -0.005 -0.428
C -0.4780 -6.6619 4.1159 0.077 0.001 -0.035 -0.402
C -1.3239 -7.4113 3.3152 -0.087 0.024 0.140 -0.390
C -0.8690 -7.8272 2.0781 0.061 0.029 0.057 0.141
C 0.3943 -7.5127 1.6136 0.141 0.018 -0.094 -0.301
C 1.2306 -6.7605 2.4218 -0.037 0.006 0.079 -0.460
N -1.7595 -8.6298 1.2239 -0.029 0.143 -0.056 1.058
O -2.8794 -8.8631 1.6331 -0.008 -0.045 0.018 -0.621
O -1.3259 -8.9987 0.1516 -0.009 -0.092 -0.038 -0.598
H 1.4542 -5.7525 4.2999 -0.008 0.024 -0.009 0.371
H -0.8157 -6.3277 5.0870 -0.016 0.013 -0.004 0.364
H -2.3195 -7.6645 3.6469 -0.019 -0.045 -0.080 0.444
H 0.7181 -7.8435 0.6383 -0.086 -0.032 -0.020 0.455
H 2.2209 -6.5015 2.0741 -0.003 0.012 -0.019 0.373
```
Forces are in eV/Å.

Summary:
- charge = -1
- E_tot (Eh) = -2542.88275

***

Entry 3:
DFT (wB97M-V/def2-TZVPD) results for a cluster of 2 separate species, C58H57N4O in total at a distorted geometry.

XYZ file:
```
120
Properties=species:S:1:pos:R:3:forces:R:3:mulliken_charge:R:1
C 5.9362 2.7922 0.1956 0.181 -0.212 0.061 -0.450
C 6.2002 3.6918 -0.8169 0.146 0.075 -0.087 -0.727
C 5.3282 4.7351 -1.0566 -0.189 0.197 -0.122 -0.481
C 4.1810 4.8872 -0.2912 0.230 -0.435 0.157 0.642
C 3.2570 6.0419 -0.5184 -0.054 0.022 -0.575 -1.228
N 1.8706 5.7747 -0.0917 -1.050 -1.028 -1.160 0.563
C 1.3010 6.7049 0.9077 -0.167 -0.408 0.408 -1.147
C 0.0869 7.4130 0.3894 -0.532 0.141 -0.233 0.343
C -1.0397 7.5805 1.1835 0.330 -0.152 0.077 -0.224
C -2.2016 8.1012 0.6509 -0.146 0.141 0.163 -0.714
C -2.2504 8.4694 -0.6778 -0.241 0.057 -0.052 -0.451
C -1.1246 8.3492 -1.4656 0.088 0.106 -0.208 -0.881
C 0.0381 7.8354 -0.9303 0.182 -0.088 0.106 -0.031
C 1.1096 4.8511 -0.7518 1.868 2.260 1.036 -0.765
C -0.2020 4.5630 -0.4309 -1.445 -0.493 0.060 -0.004
C -1.0682 3.8440 -1.2340 0.987 0.780 0.583 -0.542
C -2.4240 3.5667 -0.8815 -0.894 -0.161 0.240 1.143
C -3.3796 3.2520 -1.8688 0.578 0.164 0.175 -0.543
C -4.7032 3.0743 -1.5351 -0.145 0.098 -0.062 -0.725
C -5.1052 3.1756 -0.2126 0.000 0.054 -0.084 -0.229
C -4.1777 3.4437 0.7803 -0.078 0.041 0.192 -1.090
C -2.8590 3.6437 0.4560 0.336 0.027 -0.413 -0.230
C 3.9339 3.9795 0.7251 -0.181 0.110 -0.017 -0.074
C 4.8017 2.9348 0.9671 0.003 -0.137 0.155 -0.615
H 6.6216 1.9825 0.3875 0.074 -0.125 0.014 0.436
H 7.0918 3.5818 -1.4143 0.064 0.017 -0.097 0.410
H 5.5315 5.4406 -1.8442 0.098 0.146 -0.233 0.418
H 3.6387 6.9217 0.0074 -0.331 -0.113 0.020 0.482
H 3.2309 6.3033 -1.5790 0.102 0.014 -0.043 0.453
H 1.0497 6.1331 1.8060 -0.016 0.060 0.020 0.307
H 2.0545 7.4400 1.2032 0.141 -0.354 -0.201 0.616
H -1.0008 7.2860 2.2197 -0.066 -0.110 0.232 0.463
H -3.0718 8.2263 1.2745 -0.116 -0.029 0.105 0.428
H -3.1662 8.8497 -1.0979 -0.139 0.096 -0.064 0.434
H -1.1555 8.6538 -2.4989 0.025 0.050 -0.149 0.437
H 0.9185 7.7276 -1.5419 0.139 0.009 -0.264 0.433
H 1.5492 4.3741 -1.6101 0.494 -0.142 -0.122 0.514
H -0.6053 5.0153 0.4569 -0.061 -0.061 0.228 0.157
H -0.7368 3.5576 -2.2172 0.158 -0.285 -0.294 0.484
H -3.0719 3.2081 -2.9003 0.072 -0.085 -0.222 0.415
H -5.4344 2.8931 -2.3067 -0.054 -0.095 -0.096 0.395
H -6.1461 3.0658 0.0415 -0.170 -0.094 0.047 0.501
H -4.4898 3.5149 1.8093 -0.049 -0.042 0.131 0.459
H -2.1404 3.8483 1.2292 0.096 -0.016 0.239 0.487
H 3.0468 4.0988 1.3211 -0.201 -0.105 0.261 0.296
H 4.6005 2.2343 1.7616 -0.076 -0.078 0.110 0.421
C 5.4215 -3.9502 1.8763 0.451 -0.054 0.003 -1.703
C 3.9778 -3.9641 1.5163 -0.153 -0.036 -0.223 1.093
C 3.0138 -3.5884 2.4365 0.000 -0.132 -0.283 -0.997
C 1.6684 -3.5873 2.1187 -0.452 0.035 -0.226 1.164
C 0.6689 -3.1962 3.1510 -0.337 0.051 0.352 -2.050
C 1.2750 -3.9468 0.8252 0.819 0.255 0.158 -0.802
N -0.1167 -3.8662 0.4523 -1.323 -0.507 -0.328 1.461
C -0.9329 -2.7747 0.4631 -0.960 -1.332 -0.641 0.050
C -0.6334 -1.4311 1.0001 2.391 2.284 -0.354 -0.251
C 0.5627 -0.7352 0.6618 -1.029 -1.578 -0.270 1.466
C 0.8494 0.5181 1.4110 -0.020 0.205 -0.015 -2.376
C 1.4509 -1.1166 -0.4107 0.149 0.074 -0.292 0.524
C 0.9741 -1.7606 -1.5660 0.149 0.246 0.408 0.416
C 1.8068 -2.0389 -2.6201 0.181 -0.001 -0.197 -1.081
C 3.1511 -1.7184 -2.5514 0.102 -0.105 -0.437 -0.492
C 3.6529 -1.0943 -1.4249 0.092 -0.027 -0.146 -1.138
C 2.8193 -0.7780 -0.3819 -0.517 -0.128 0.176 -0.813
O -1.4410 -0.9238 1.7994 -1.464 -0.440 0.783 -0.829
N -2.1510 -3.2213 -0.0060 1.489 1.657 0.877 1.470
C -3.4133 -2.5110 0.0057 -0.592 0.344 -0.111 0.063
C -3.5862 -1.2859 -0.6489 0.320 -0.276 0.079 0.916
C -2.5046 -0.6636 -1.4587 0.287 0.271 -0.224 -0.904
C -4.8109 -0.6479 -0.5584 0.008 -0.297 0.196 -1.226
C -5.8790 -1.2058 0.1205 0.116 -0.089 0.074 0.535
C -7.1888 -0.4978 0.1766 -0.436 0.082 0.027 -1.424
C -5.6993 -2.4309 0.7382 0.108 0.227 -0.223 -1.118
C -4.4841 -3.0895 0.6934 0.481 -0.167 -0.080 1.049
C -4.3193 -4.4076 1.3619 -0.218 -0.607 0.308 -1.405
N -2.1139 -4.5219 -0.3204 1.130 -0.831 0.103 -1.359
C -0.9043 -4.9326 -0.0157 -0.223 0.483 -0.140 0.438
C -0.4354 -6.3137 -0.1863 0.217 -0.424 -0.007 0.014
C -0.8915 -7.0798 -1.2578 -0.192 0.503 0.021 -0.712
C -0.3860 -8.3397 -1.4939 -0.070 -0.119 -0.066 -0.764
C 0.5764 -8.8644 -0.6534 0.116 -0.197 -0.022 -0.385
C 1.0120 -8.1386 0.4380 0.046 -0.080 0.065 -0.838
C 0.5102 -6.8765 0.6701 -0.280 0.444 0.145 0.142
C 2.2339 -4.3569 -0.1106 -0.687 0.130 -0.113 2.105
C 1.8549 -4.8295 -1.4732 -0.088 -0.105 -0.497 -2.375
C 3.5668 -4.3528 0.2523 -0.078 0.038 0.295 -1.232
H 6.0393 -4.3312 1.0611 -0.048 0.017 0.061 0.381
H 5.7541 -2.9356 2.0964 0.035 0.035 0.069 0.337
H 5.6101 -4.5655 2.7572 0.035 0.045 0.026 0.375
H 3.3195 -3.2887 3.4226 0.022 0.060 0.354 0.521
H -0.3416 -3.4916 2.8645 0.041 0.094 0.180 0.228
H 0.8926 -3.6613 4.1129 0.057 -0.006 -0.056 0.628
H 0.6665 -2.1154 3.2952 -0.103 0.021 -0.011 0.220
H 1.6516 1.0909 0.9405 0.025 -0.079 -0.006 0.460
H -0.0354 1.1573 1.4221 -0.163 0.004 0.257 0.216
H 1.1428 0.3089 2.4415 -0.105 0.168 0.222 0.229
H -0.0656 -2.0307 -1.6147 -0.228 0.114 -0.228 0.222
H 1.4088 -2.5263 -3.4966 -0.027 -0.059 -0.171 0.509
H 3.8004 -1.9536 -3.3779 0.144 -0.019 -0.164 0.401
H 4.7021 -0.8575 -1.3678 0.227 0.076 0.016 0.509
H 3.2220 -0.2947 0.4899 0.100 0.107 0.246 0.632
H -2.8754 0.2051 -2.0065 -0.079 -0.096 0.016 0.483
H -1.6829 -0.3220 -0.8297 0.117 -0.018 -0.005 -0.092
H -2.1128 -1.3722 -2.1889 0.096 0.004 -0.033 0.342
H -4.9368 0.3132 -1.0225 0.033 0.236 -0.265 0.465
H -7.9556 -1.1184 0.6431 0.042 0.066 -0.007 0.386
H -7.1111 0.4266 0.7512 -0.009 0.031 0.018 0.240
H -7.5376 -0.2398 -0.8250 0.006 0.032 0.010 0.363
H -6.5232 -2.8770 1.2650 -0.181 -0.201 0.169 0.380
H -5.2197 -4.7055 1.9011 0.034 0.156 -0.011 0.442
H -4.0922 -5.1838 0.6302 -0.099 0.024 0.169 0.273
H -3.4940 -4.3817 2.0735 0.070 -0.035 0.073 0.204
H -1.6285 -6.6562 -1.9168 -0.177 0.082 -0.192 0.473
H -0.7366 -8.9159 -2.3362 -0.056 -0.006 -0.088 0.421
H 0.9886 -9.8411 -0.8475 0.034 -0.159 -0.022 0.421
H 1.7460 -8.5579 1.1069 0.098 -0.019 0.103 0.440
H 0.8543 -6.3030 1.5117 0.133 0.001 0.240 0.516
H 2.4993 -4.3914 -2.2332 0.044 -0.025 0.107 0.635
H 1.9455 -5.9120 -1.5552 -0.007 -0.126 0.096 0.476
H 0.8283 -4.5625 -1.7210 0.159 -0.025 -0.151 0.303
H 4.2983 -4.6507 -0.4770 0.206 -0.114 -0.218 0.343
```
Forces are in eV/Å.

Summary:
- charge = +1
- energy above the lowest of the compared OMol25 structures with the same formula, charge and spin (kcal per mole) = 0.63

***

Entry 4:
DFT (wB97M-V/def2-TZVPD) results for a cluster of 3 separate species, C2H9NO3 in total at a distorted geometry.

XYZ file:
```
15
Properties=species:S:1:pos:R:3:forces:R:3:nbo_charge:R:1
C -0.9415 1.8173 0.9231 0.781 0.550 2.022 0.519
N -1.9661 1.0826 1.4215 -0.567 -0.116 0.079 -0.614
C -1.8052 -0.3175 1.7234 0.926 -0.799 -1.148 -0.435
O 0.1902 1.4165 0.7479 -0.364 -0.350 -0.797 -0.603
H -1.1401 2.9001 0.9900 -0.322 0.014 -0.639 0.109
H -2.7281 1.5766 1.8560 0.010 0.079 -0.297 0.396
H -2.0116 -0.9391 0.8449 -0.036 0.155 -0.072 0.198
H -2.4313 -0.7255 2.4939 -0.340 0.461 0.602 0.209
H -0.7507 -0.5012 1.9407 -0.104 0.003 0.260 0.221
H 4.0881 -2.0550 1.3314 -0.122 0.052 0.068 0.466
H 2.8010 -1.3724 1.8317 0.060 -0.017 -0.001 0.469
O 3.4123 -1.4127 1.0904 0.074 -0.029 -0.085 -0.935
H -0.3193 -1.4745 -5.7561 -0.075 0.033 -0.059 0.466
H 0.3047 -0.9726 -4.4580 0.011 0.035 0.045 0.470
O 0.3859 -1.6539 -5.1307 0.069 -0.070 0.020 -0.936
```
Forces are in eV/Å.

Summary:
- energy above the lowest of the compared OMol25 structures with the same formula, charge and spin (kcal per mole) = 32.43
- structure (SMILES) = CNC=O.O.O